No. 1
C43H51Cl3LuN9O2S2 | the ωB97M-V functional and the def2-TZVPD basis

For the HOMO-LUMO gap, the calculation gives 6.143 eV. As for the net charge: +2. The calculation puts the total energy at -5724.48199 Ha.

Each line ends with the Löwdin charge.
Geometry (Å):
1 Lu -0.7382 0.7446 -0.5667  1.6560
2 C -6.1231 1.8294 -0.2808  -0.0956
3 C -5.8830 1.3799 1.0134  -0.0659
4 C -4.5951 1.1613 1.4803  -0.0246
5 C -3.4895 1.3912 0.6491  -0.3291
6 C -3.7558 1.8362 -0.6614  -0.1077
7 C -5.0442 2.0510 -1.1248  -0.0925
8 N -2.1634 1.1467 0.9653  -0.1473
9 C -1.6093 1.0982 2.2474  -0.2552
10 C -2.1367 1.7300 3.3767  -0.0493
11 C -1.4827 1.6812 4.5983  -0.0761
12 C -0.2757 1.0073 4.7226  -0.0812
13 C 0.2770 0.3871 3.6126  -0.0355
14 C -0.3707 0.4334 2.3893  -0.2100
15 N 0.1583 -0.2029 1.1950  -0.1414
16 N 1.1555 -0.9931 1.4230  0.0732
17 C 1.8453 -1.7408 0.6403  -0.2368
18 C 2.9502 -2.4947 1.1978  -0.0123
19 C 3.5643 -3.5002 0.5585  -0.0641
20 C 2.9955 -3.9209 -0.7010  -0.0365
21 C 2.1076 -3.1797 -1.3554  -0.0308
22 N 1.7991 -1.7907 -0.9012  -0.1316
23 H -7.1333 2.0066 -0.6221  0.1090
24 H -6.7175 1.1912 1.6767  0.1129
25 H -4.4463 0.7818 2.4814  0.1103
26 H -2.9186 2.0213 -1.3434  0.0682
27 H -5.2074 2.3948 -2.1386  0.1084
28 H -3.0708 2.2696 3.2938  0.1063
29 H -1.9211 2.1727 5.4565  0.1110
30 H 0.2333 0.9629 5.6749  0.1075
31 H 1.2155 -0.1431 3.6950  0.1022
32 H 3.2122 -2.2150 2.2090  0.1293
33 H 4.3685 -4.0550 1.0150  0.1169
34 H 3.2326 -4.8943 -1.1097  0.1306
35 H 1.6009 -3.4788 -2.2537  0.1107
36 C 2.9096 0.5352 -0.8307  -0.1511
37 C 2.8774 -0.8585 -1.4258  -0.0644
38 N 0.4799 -1.3898 -1.3987  -0.0134
39 C 0.2818 -1.6297 -2.8617  -0.1515
40 C -0.5606 -0.5512 -3.5477  -0.1948
41 N -0.2693 0.8003 -3.0360  -0.1246
42 C 1.0815 1.2808 -3.4249  -0.1598
43 C 1.7171 2.1121 -2.3268  -0.1881
44 N 1.7352 1.3951 -1.0353  -0.1190
45 H 3.8041 1.0004 -1.2643  0.1384
46 H 3.0865 0.4613 0.2424  0.1299
47 H 3.8072 -1.3602 -1.1605  0.1427
48 H 2.8104 -0.8676 -2.5101  0.1152
49 H -0.1632 -1.9946 -0.8879  0.1035
50 H -0.2123 -2.5896 -3.0196  0.1299
51 H 1.2553 -1.7005 -3.3402  0.1058
52 H -1.6172 -0.7520 -3.3838  0.0826
53 H -0.3828 -0.6215 -4.6263  0.1235
54 H -0.9544 1.4304 -3.4458  0.1291
55 H 1.0308 1.8613 -4.3488  0.1393
56 H 1.6948 0.4114 -3.6551  0.1026
57 H 1.1251 3.0129 -2.1794  0.0887
58 H 2.7239 2.4184 -2.6310  0.1337
59 H 1.7647 2.0969 -0.3006  0.1108
60 C -0.4137 6.6294 -1.8545  -0.1199
61 C -0.0222 5.6081 -0.7963  -0.3663
62 S -1.3058 4.3516 -0.5989  1.0186
63 O -0.5248 3.0244 -0.5242  -0.6879
64 C -1.9040 4.6014 1.0806  -0.3536
65 C -0.8677 4.8637 2.1561  -0.1070
66 H 0.4021 7.3365 -1.9950  0.0883
67 H -1.2944 7.1963 -1.5561  0.0832
68 H -0.6238 6.1555 -2.8128  0.0753
69 H 0.1752 6.0732 0.1668  0.0801
70 H 0.8591 5.0298 -1.0752  0.0839
71 H -2.4118 3.6509 1.2488  0.0577
72 H -2.6731 5.3736 1.0090  0.1086
73 H -0.0665 4.1242 2.1307  0.0842
74 H -1.3547 4.7737 3.1263  0.0875
75 H -0.4428 5.8645 2.0996  0.0724
76 Cl -2.6091 -0.7930 -6.9719  0.7013
77 C -3.6414 -1.3987 -5.7198  -0.6734
78 C -3.3200 -2.5824 -5.0773  -0.1070
79 C -4.1446 -3.0241 -4.0549  -0.0213
80 C -5.2765 -2.3204 -3.6495  -0.1890
81 C -6.0066 -2.7998 -2.4127  -0.2905
82 C -5.8452 -1.8093 -1.2505  -0.0360
83 N -4.4388 -1.7085 -0.8584  -0.0112
84 C -3.8243 -2.2381 0.2556  -0.0010
85 C -2.5264 -1.8484 0.1843  -0.1256
86 N -2.3310 -1.0791 -0.9575  -0.0470
87 C -3.5157 -1.0306 -1.5424  -0.1652
88 O -7.3774 -3.0179 -2.6568  -0.1079
89 C -7.8658 -4.2961 -2.2352  -0.1330
90 C -7.6815 -4.5581 -0.7677  -0.3387
91 C -8.3232 -3.8786 0.2272  -0.9968
92 Cl -9.4674 -2.6207 0.0229  0.6990
93 S -7.8752 -4.3988 1.7930  1.0203
94 C -6.7878 -5.5482 1.1419  -0.4043
95 C -6.7941 -5.5322 -0.2186  -0.1470
96 C -5.5906 -1.1579 -4.3536  -0.5760
97 Cl -7.0029 -0.2216 -3.9798  0.7840
98 C -4.7834 -0.6915 -5.3812  -0.1209
99 H -2.4507 -3.1481 -5.3824  0.1102
100 H -3.8962 -3.9435 -3.5381  0.1256
101 H -5.5042 -3.7272 -2.1114  0.1448
102 H -6.4300 -2.1395 -0.3972  0.1244
103 H -6.1734 -0.8085 -1.5193  0.0945
104 H -4.3667 -2.8260 0.9753  0.1342
105 H -1.7325 -2.0313 0.8907  0.1035
106 H -3.7544 -0.4966 -2.4479  0.1384
107 H -7.3728 -5.0845 -2.8134  0.1354
108 H -8.9221 -4.2925 -2.4992  0.1354
109 H -6.2359 -6.2006 1.7976  0.0711
110 H -6.2068 -6.2069 -0.8256  0.1157
111 H -5.0480 0.2124 -5.9109  0.1111

=====

No. 2
C43H51Cl3N7O2P2RuS2 | the ωB97M-V functional and the def2-TZVPD basis

As for the spin multiplicity: 2. For the HOMO-LUMO gap (spin up / spin down), the calculation gives 5.839 / 5.727 eV. As for the net charge: +2. The calculation puts the total energy at -5157.06716 Ha.

Each line ends with the Mulliken spin population.
Geometry (Å):
1 Ru 1.0816 0.0194 0.3935  0.7725
2 C -1.6651 -2.0764 3.0988  -0.0057
3 C -0.9633 -1.3899 1.9619  -0.0008
4 N 0.2990 -0.9343 2.0558  0.0299
5 N 1.0333 -1.0280 3.1851  -0.0066
6 C 2.2349 -0.4485 3.2633  -0.0018
7 N 3.0056 -0.5825 4.3541  -0.0004
8 S 2.8122 0.4553 1.9122  -0.0084
9 C -1.5643 -1.2087 0.6948  0.0015
10 C -2.9017 -1.5711 0.3893  -0.0044
11 C -3.4138 -1.3286 -0.8564  -0.0014
12 C -2.5954 -0.7512 -1.8367  0.0001
13 C -1.2977 -0.4286 -1.4991  0.0051
14 N -0.7884 -0.6428 -0.2925  -0.0679
15 H -1.2317 -1.8357 4.0694  -0.0006
16 H -1.6261 -3.1607 2.9694  0.0016
17 H -2.7144 -1.7927 3.1334  0.0002
18 H 0.6471 -1.5363 3.9817  0.0005
19 H 2.6430 -0.9210 5.2312  0.0001
20 H 3.8964 -0.1127 4.3725  0.0004
21 H -3.5119 -2.0365 1.1452  -0.0004
22 H -4.4380 -1.5792 -1.0823  0.0004
23 H -2.9615 -0.5607 -2.8304  -0.0001
24 H -0.6375 0.0222 -2.2311  -0.0005
25 N 2.6625 -1.6552 -1.6057  -0.0092
26 P 1.8055 -2.5632 -0.4602  0.0048
27 C 0.6145 -3.5028 -1.4815  0.0008
28 C -0.6251 -3.8623 -0.9664  -0.0029
29 C -1.5402 -4.5284 -1.7623  -0.0001
30 C -1.2156 -4.8466 -3.0705  -0.0005
31 C 0.0350 -4.5256 -3.5752  0.0002
32 C 0.9515 -3.8561 -2.7851  -0.0012
33 C 3.0032 -3.8641 -0.0301  -0.0011
34 C 2.5439 -5.1467 0.2675  0.0000
35 C 3.4497 -6.1551 0.5338  -0.0008
36 C 4.8104 -5.8859 0.5266  -0.0007
37 C 5.2659 -4.5986 0.2836  -0.0003
38 C 4.3667 -3.5803 0.0221  0.0009
39 P 2.5439 0.0550 -1.5336  0.0606
40 C 4.3178 0.4682 -1.6637  0.0026
41 C 4.9061 0.6867 -2.9089  -0.0014
42 C 6.2760 0.8658 -3.0046  -0.0010
43 C 7.0723 0.8137 -1.8723  0.0000
44 C 6.4925 0.5844 -0.6345  0.0001
45 C 5.1244 0.4050 -0.5320  0.0065
46 C 1.8596 0.5081 -3.1479  0.0092
47 C 2.1275 1.7636 -3.6914  0.0014
48 C 1.6419 2.0911 -4.9442  -0.0009
49 C 0.8476 1.1885 -5.6369  0.0019
50 C 0.5476 -0.0470 -5.0827  -0.0005
51 C 1.0584 -0.3952 -3.8443  -0.0026
52 H 3.3941 -2.0931 -2.1585  -0.0008
53 H -0.8700 -3.6243 0.0588  0.0003
54 H -2.5065 -4.8011 -1.3660  0.0001
55 H -1.9330 -5.3502 -3.6991  0.0000
56 H 0.3001 -4.7971 -4.5860  0.0000
57 H 1.9295 -3.6162 -3.1772  -0.0005
58 H 1.4834 -5.3546 0.2640  0.0005
59 H 3.0987 -7.1556 0.7349  0.0000
60 H 5.5151 -6.6768 0.7288  0.0000
61 H 6.3260 -4.3924 0.2923  0.0000
62 H 4.7261 -2.5736 -0.1525  -0.0018
63 H 4.3072 0.7166 -3.8054  0.0001
64 H 6.7252 1.0468 -3.9701  0.0001
65 H 8.1396 0.9538 -1.9524  0.0002
66 H 7.1051 0.5475 0.2545  0.0001
67 H 4.6828 0.2211 0.4372  0.0000
68 H 2.7329 2.4650 -3.1385  0.0012
69 H 1.8853 3.0476 -5.3819  0.0000
70 H 0.4493 1.4536 -6.6039  0.0000
71 H -0.0787 -0.7490 -5.6155  -0.0001
72 H 0.8496 -1.3715 -3.4259  0.0020
73 Cl 2.1480 4.8930 -1.9026  0.0000
74 C 0.6603 4.0703 -1.4551  0.0131
75 Cl -0.3831 3.8369 -2.8671  0.0014
76 Cl -0.2140 5.0260 -0.2454  -0.0003
77 C 0.9252 2.6646 -0.8320  -0.0321
78 O -0.0863 2.0081 -0.5719  0.0123
79 O 2.0984 2.3195 -0.6567  0.0294
80 C -4.1346 5.2541 -1.5003  0.0000
81 C -4.2208 3.8076 -1.0318  -0.0004
82 C -4.6747 3.6820 0.4222  0.0024
83 C -3.5797 4.0066 1.4413  -0.0015
84 N -2.3848 3.1750 1.3677  0.0203
85 C -1.9719 2.2185 2.1765  0.0078
86 S -0.2678 1.9784 2.3339  0.1562
87 N -2.7211 1.4224 2.9314  0.0148
88 C -4.1569 1.2468 2.9962  -0.0024
89 C -4.8394 1.9601 4.1661  0.0039
90 C -4.3505 1.5179 5.5468  0.0000
91 C -3.0633 2.2157 5.9795  -0.0017
92 H -3.7840 5.2923 -2.5272  0.0000
93 H -3.4584 5.8436 -0.8873  0.0001
94 H -5.1186 5.7139 -1.4648  0.0000
95 H -3.2592 3.3050 -1.1625  0.0005
96 H -4.9554 3.2917 -1.6526  0.0001
97 H -5.0640 2.6745 0.5840  -0.0005
98 H -5.4912 4.3836 0.6062  -0.0002
99 H -3.9876 3.9584 2.4513  0.0009
100 H -3.2454 5.0305 1.2635  -0.0014
101 H -1.6523 3.5567 0.7694  -0.0047
102 H -2.1930 0.8301 3.5570  -0.0005
103 H -4.3393 0.1727 3.0944  0.0003
104 H -4.5899 1.5780 2.0550  0.0004
105 H -5.9052 1.7482 4.0737  -0.0006
106 H -4.7108 3.0399 4.0841  -0.0002
107 H -4.2204 0.4331 5.5685  0.0001
108 H -5.1275 1.7591 6.2739  0.0000
109 H -2.2308 2.0045 5.3112  0.0022
110 H -2.7859 1.8979 6.9814  0.0001
111 H -3.2105 3.2930 5.9985  -0.0001

=====

No. 3
C43H51ClFN7O6PPbS | the ωB97M-V functional and the def2-TZVPD basis

For the relative energy (zero: lowest compared OMol25 entry of this formula, charge and spin), the calculation gives 0.0 kcal per mole. For the HOMO-LUMO gap, the calculation gives 6.106 eV. As for the net charge: -1. The calculation puts the total energy at -3996.55785 Ha.

Each line ends with the Löwdin charge.
Geometry (Å):
1 Pb -0.1012 -1.1457 -0.3534  1.1064
2 C 6.8058 -1.9497 0.3230  -0.0812
3 C 6.0217 -0.7852 0.9204  -0.2198
4 N 4.6940 -1.1598 1.3948  -0.1299
5 C 4.5050 -1.2702 2.8321  -0.2697
6 C 4.8748 -2.6368 3.3990  -0.0804
7 C 3.7085 -1.4479 0.4945  -0.6914
8 S 2.2212 -2.0861 1.1022  0.6516
9 N 4.0216 -1.1266 -0.7554  0.1066
10 C 3.3044 -1.4875 -1.8359  -0.4946
11 O 2.5396 -2.4432 -1.9747  -0.0516
12 C 3.5242 -0.5809 -3.0230  -0.1347
13 C 2.4417 -0.2676 -3.8376  -0.0296
14 C 2.6075 0.5518 -4.9443  -0.0852
15 C 3.8651 1.0544 -5.2534  -0.1063
16 C 4.9457 0.7580 -4.4329  -0.0943
17 C 4.7732 -0.0474 -3.3159  -0.0346
18 H 7.8000 -1.6215 0.0116  0.0676
19 H 6.2782 -2.3379 -0.5477  0.0616
20 H 6.9190 -2.7590 1.0467  0.0588
21 H 5.9106 -0.0014 0.1706  0.1067
22 H 6.5617 -0.3717 1.7735  0.1086
23 H 3.4609 -1.0621 3.0554  0.0672
24 H 5.1128 -0.4927 3.3017  0.1098
25 H 4.2564 -3.4044 2.9330  0.0478
26 H 4.6980 -2.6557 4.4767  0.0716
27 H 5.9270 -2.8718 3.2236  0.0611
28 H 1.4600 -0.6401 -3.5675  0.0955
29 H 1.7531 0.8065 -5.5597  0.0998
30 H 4.0001 1.6827 -6.1253  0.0929
31 H 5.9221 1.1719 -4.6545  0.0942
32 H 5.6040 -0.2709 -2.6587  0.1023
33 C -6.2913 4.6549 2.0324  -0.0283
34 C -5.9692 3.6254 3.1127  -0.3190
35 C -5.7826 4.2438 4.4923  -0.1407
36 C -4.5764 5.1740 4.4996  -0.1388
37 C -3.3601 4.4616 3.9629  -0.1405
38 C -2.0870 4.8877 4.2863  0.0390
39 C -0.9784 4.2198 3.7861  -0.2559
40 F 0.2447 4.6901 4.1143  0.0549
41 C -1.0927 3.1036 3.0032  0.0877
42 C -2.3712 2.6425 2.6880  -0.0297
43 C -2.4836 1.3655 1.9234  -0.2868
44 O -1.4940 0.6775 1.7664  0.0271
45 C -3.8354 1.0666 1.4626  -0.0070
46 C -4.8685 1.8117 1.9300  0.0226
47 N -4.7618 2.8723 2.7572  0.0002
48 C -3.4994 3.3338 3.1352  -0.0817
49 C -4.2222 -0.0336 0.5277  -0.5090
50 O -5.3910 -0.2251 0.2315  0.0530
51 O -3.2196 -0.7218 0.0447  -0.0027
52 H -7.1510 5.2606 2.3255  0.0840
53 H -6.5239 4.1558 1.0914  0.0837
54 H -5.4412 5.3148 1.8560  0.0843
55 H -6.7814 2.8984 3.1586  0.1446
56 H -5.6266 3.4399 5.2161  0.1272
57 H -6.6911 4.7777 4.7747  0.1168
58 H -4.3731 5.5263 5.5119  0.1176
59 H -4.7866 6.0603 3.8940  0.1154
60 H -1.9432 5.7435 4.9349  0.1267
61 H -0.2307 2.5651 2.6255  0.1288
62 H -5.8728 1.5454 1.6222  0.1440
63 C -2.7477 2.1159 -3.3190  -0.0637
64 C -1.8351 3.1524 -3.4351  -0.0823
65 C -0.7021 3.1503 -2.6436  -0.0271
66 C -0.5009 2.1150 -1.7241  -0.2323
67 N -1.3743 1.1070 -1.6470  0.0644
68 C -2.4537 1.1025 -2.4227  -0.1338
69 C 0.6353 2.0951 -0.7556  -0.2060
70 C 1.4792 3.2122 -0.6890  -0.0586
71 C 2.4791 3.3064 0.2605  -0.1062
72 C 2.6182 2.2853 1.1918  -0.1016
73 C 1.7976 1.1712 1.1070  -0.1780
74 C 0.8191 1.0087 0.1194  -0.2563
75 H -3.6527 2.0769 -3.9092  0.0991
76 H -1.9983 3.9557 -4.1439  0.0983
77 H 0.0193 3.9457 -2.7563  0.0903
78 H -3.0998 0.2400 -2.3403  0.0913
79 H 1.3541 4.0421 -1.3728  0.0853
80 H 3.1343 4.1691 0.2755  0.0902
81 H 3.3668 2.3570 1.9740  0.0938
82 H 1.9246 0.3843 1.8418  0.0445
83 C 2.8316 -5.7700 1.2520  -0.1068
84 C 2.9405 -5.2394 -0.1785  -0.2444
85 C 1.6550 -5.2915 -0.8708  -0.2183
86 N 0.6621 -5.3785 -1.4405  0.1718
87 H 3.8202 -5.7936 1.7110  0.0678
88 H 2.4117 -6.7760 1.2738  0.0727
89 H 2.1940 -5.1116 1.8408  0.0583
90 H 3.6547 -5.8222 -0.7632  0.1157
91 H 3.2683 -4.1996 -0.1566  0.0530
92 N -4.2509 -2.6653 -1.5107  -0.0219
93 C -3.2441 -3.6051 -2.0266  -0.3238
94 P -2.8135 -3.2004 -3.7442  0.3819
95 O -3.8844 -3.6485 -4.6728  -0.3648
96 O -2.2527 -1.7879 -3.8178  -0.3692
97 C -1.2395 -4.1743 -3.9376  -0.2015
98 N -0.1574 -3.1475 -3.8572  0.1036
99 H -4.7935 -3.0889 -0.7666  0.0876
100 H -4.9026 -2.4037 -2.2431  0.0905
101 H -3.5793 -1.4427 -0.5883  0.0616
102 H -3.5935 -4.6430 -2.0328  0.0930
103 H -2.3515 -3.5538 -1.4004  0.0343
104 H -1.2344 -4.6753 -4.9028  0.0919
105 H -1.0990 -4.8999 -3.1431  0.0544
106 H -0.7529 -2.2382 -3.8159  0.0728
107 H 0.4584 -3.1403 -4.6624  0.1449
108 H 0.4140 -3.2244 -3.0099  0.0808
109 Cl -2.2962 -3.4160 1.4084  0.3920
110 C -0.8646 -2.3096 1.6338  -0.7916
111 H -0.0770 -2.9678 1.9985  -0.0849
112 H -1.1414 -1.6181 2.4257  -0.0374